# 1
ORCA calculation (ωB97M-V/def2-TZVPD) on a molecular structure, C29H36N7O3SSiTb.

XYZ file:
```
78
C29H36N7O3SSiTb, DFT ωB97M-V/def2-TZVPD
Tb 0.3691 -0.1641 0.2132
N 0.9378 2.5896 3.7933
C 2.2433 2.1995 3.8614
C 2.3971 1.2142 2.9273
N 1.2142 0.9884 2.2910
C 0.3251 1.8463 2.8344
C -1.0316 1.8772 2.4041
N -1.4452 1.1251 1.3733
C -2.7787 1.3539 1.2490
C -3.1912 2.2507 2.1950
N -2.0809 2.5751 2.9180
H 0.5304 3.3264 4.3466
H 2.9396 2.6397 4.5478
H 3.2857 0.6590 2.6880
H -3.3699 0.8712 0.4925
H -4.1562 2.6675 2.4070
H -2.0720 3.1961 3.7105
O -2.4979 -6.9582 1.3813
N -3.2403 -6.3382 0.6570
O -4.2437 -6.7537 0.1415
C -2.8039 -4.9918 0.2447
C -3.1973 -4.5908 -0.9816
C -2.7838 -3.3228 -1.4978
C -3.1689 -2.8777 -2.7749
C -2.7419 -1.6478 -3.2072
C -1.9268 -0.8870 -2.3633
N -1.5420 -1.2786 -1.1593
C -1.9695 -2.4887 -0.7176
C -1.5852 -2.9195 0.6098
N -0.8458 -2.0557 1.3426
C -0.4904 -2.3965 2.5682
C -0.8608 -3.6086 3.1530
C -1.6102 -4.4996 2.4245
C -1.9918 -4.1727 1.1081
H -3.8283 -5.2377 -1.5773
H -3.7946 -3.5044 -3.3955
H -3.0167 -1.2630 -4.1764
H -1.5775 0.0867 -2.6900
H 0.1062 -1.6764 3.1203
H -0.5536 -3.8387 4.1604
H -1.9004 -5.4477 2.8511
C -0.3921 3.5967 -5.2030
C -0.5955 4.1597 -3.8067
C 0.4833 3.7124 -2.8384
S 0.4002 1.9139 -2.5989
O 0.3922 1.7111 -1.0696
C 2.0180 1.3159 -3.1603
C 3.2230 1.6082 -2.2704
C 3.8539 2.9852 -2.3971
H -1.1524 3.9751 -5.8812
H -0.4567 2.5058 -5.2188
H 0.5788 3.8849 -5.6033
H -1.5827 3.9029 -3.4165
H -0.5544 5.2508 -3.8418
H 0.3421 4.1207 -1.8361
H 1.4769 3.9777 -3.1908
H 2.1181 1.7314 -4.1647
H 1.8768 0.2357 -3.2490
H 3.9607 0.8431 -2.5264
H 2.9612 1.4007 -1.2244
H 4.0460 3.2438 -3.4379
H 4.8097 2.9968 -1.8782
H 3.2443 3.7689 -1.9523
C 5.0628 -4.2089 -1.0828
Si 4.3823 -2.8754 -2.2050
C 3.6295 -3.6015 -3.7618
C 5.6934 -1.5963 -2.6223
C 3.0174 -1.9843 -1.2882
C 2.1313 -1.3985 -0.6863
H 5.8715 -4.7379 -1.5837
H 4.3000 -4.9388 -0.8207
H 5.4610 -3.7900 -0.1611
H 4.3884 -4.1379 -4.3282
H 3.2208 -2.8282 -4.4099
H 2.8331 -4.3049 -3.5282
H 6.6104 -2.0850 -2.9457
H 5.9356 -0.9801 -1.7584
H 5.3735 -0.9421 -3.4319
```

Properties
Net charge: +2
HOMO-LUMO gap (alpha / beta) in hartree: 0.26221 / 0.30495
Spin multiplicity: 7
<S²>: 12.14
Lowest unoccupied orbital energy (alpha / beta) in eV: -6.805 / -5.680
E_tot in eV: -88363.2218
Energy above the lowest of the compared OMol25 structures with the same formula, charge and spin in kJ/mol: 300.4

# 2
ORCA calculation (ωB97M-V/def2-TZVPD) on a molecular structure, C29H37AlBBrCl2IKN2NaO19PS.

XYZ file:
```
97
C29H37AlBBrCl2IKN2NaO19PS, DFT ωB97M-V/def2-TZVPD
C 3.2199 3.9824 1.4053
C 2.1324 2.9100 1.0917
O 1.1302 2.9017 1.7873
O 2.1919 1.9840 0.0719
C 3.4662 1.2937 0.0023
C 3.5733 -0.0004 0.9092
C 2.2804 -0.3369 1.7370
C 1.3358 -1.2173 0.8407
C 0.1734 -1.9252 1.7002
C -1.0793 -1.0498 1.4397
C -2.1209 -1.5712 0.4803
N -3.3142 -0.8746 0.1172
C -3.3713 0.3915 0.8038
C -4.5567 1.2618 0.5079
C -4.7358 2.5660 1.1083
P -6.1795 3.6563 0.6917
O -6.7724 3.2234 -0.8639
I -5.1556 5.8940 0.3326
C -3.7180 3.0605 2.1082
C -2.5829 2.2226 2.3975
C -2.3595 0.8801 1.7714
N -1.1906 0.1715 2.1108
H 3.4548 3.8780 2.5063
H 2.8702 5.0387 1.2716
H 4.1770 3.8524 0.8447
H 3.5754 0.9445 -1.0664
H 4.3659 1.9309 0.2055
H 4.5118 0.0747 1.5368
H 3.7581 -0.8847 0.2293
H 1.7787 0.5392 2.2199
H 2.6127 -1.0091 2.5909
H 1.8876 -2.0291 0.3069
H 0.8342 -0.5196 0.1159
H 0.4109 -1.8185 2.7899
H 0.0287 -2.9864 1.3701
H -1.9483 -2.5702 -0.0114
H -5.3328 0.8914 -0.2101
H -5.9930 2.9639 -1.4267
H -3.8142 4.0432 2.6247
H -1.8087 2.5896 3.1107
O 0.6936 -1.3715 -3.7470
S 1.3198 -2.0577 -2.5939
O 2.0401 -3.2630 -3.0517
O 0.2351 -2.4874 -1.6529
O 2.2490 -1.1379 -1.9029
Al -1.6561 0.3522 -0.4843
O 6.3100 4.7972 1.1017
C 6.4099 5.6820 1.9055
O 5.7697 6.8743 1.7969
C 6.1889 7.7434 2.8602
C 6.7120 6.8230 3.9433
C 7.2787 5.6660 3.1392
H 6.9611 8.4154 2.4764
H 5.3422 8.3383 3.2014
H 7.4391 7.3006 4.6000
H 5.8827 6.4687 4.5612
H 8.3155 5.8420 2.8458
H 7.1859 4.7211 3.6709
C -3.8976 -4.8260 -3.1670
C -3.2926 -3.7187 -2.3394
O -2.7527 -3.9474 -1.2765
C -3.3764 -2.3234 -2.8853
H -3.7579 -5.7794 -2.6554
H -4.9669 -4.6516 -3.2952
H -3.4056 -4.8764 -4.1421
H -4.4200 -2.0242 -3.0078
H -2.8526 -2.2607 -3.8414
H -2.8845 -1.6657 -2.1751
C 5.7109 4.3793 -2.3484
C 7.0144 4.9940 -2.9420
O 7.3065 4.3862 -4.0509
H 5.8079 3.3111 -2.1335
H 5.4582 4.8787 -1.4053
H 4.8330 4.5235 -3.0726
H 7.7333 4.9080 -2.0979
H 6.8420 6.0865 -2.9853
B -2.7692 -9.3893 -0.5511
O -1.3705 -9.4359 -0.0853
C -0.6961 -8.5136 -0.7622
O 0.4728 -8.2813 -0.6304
C -1.6228 -7.8220 -1.7015
O -1.3307 -6.9247 -2.4678
O -2.8281 -8.3245 -1.5854
O -3.1849 -10.6870 -1.1081
C -4.2336 -11.1112 -0.3991
O -4.8158 -12.1408 -0.5930
C -4.5498 -10.1063 0.6523
O -5.4331 -10.1787 1.4599
O -3.6872 -9.0918 0.5612
Na -0.8386 -5.2330 -3.1527
K -6.3228 3.4450 -2.9453
Br 3.2846 4.7097 -3.7230
C -9.5929 1.0337 0.4533
Cl -7.8270 0.8874 0.4984
Cl -10.3656 -0.2613 1.3656
H -9.8770 1.9894 0.8865
H -9.9238 0.9828 -0.5807
```

Properties
HOMO-LUMO gap in hartree: 0.08765
Spin multiplicity: 1
Lowest unoccupied orbital energy in eV: -3.529
E_tot in eV: -223875.5524

# 3
ORCA calculation (ωB97M-V/def2-TZVPD) on a molecular structure, C29H37BFeN.

XYZ file:
```
69
C29H37BFeN, DFT ωB97M-V/def2-TZVPD
C 2.6260 -0.3502 -4.2857
C 1.6115 0.1257 -3.3683
C 2.2876 0.8610 -2.3005
C 3.7156 0.8201 -2.5679
C 3.9249 0.0709 -3.7988
Fe 2.9569 -0.9991 -2.4661
C 4.2918 -2.4195 -2.0849
C 3.1166 -2.9796 -2.7181
C 1.9563 -2.5970 -1.9484
C 2.3983 -1.8120 -0.7821
C 1.6525 -1.4803 0.4347
C 1.7677 -2.4373 1.5012
C 1.8240 -2.0301 2.8638
C 2.2874 -2.9075 3.8374
C 2.5641 -4.2424 3.5052
C 2.3418 -4.7155 2.1982
C 1.9121 -3.8356 1.2134
C 3.8754 -1.7151 -0.9033
H 2.4252 -0.8781 -5.2079
H 0.5395 0.0344 -3.4920
H 1.8026 1.4309 -1.5133
H 4.4720 1.3310 -1.9816
H 4.8781 -0.0904 -4.2900
H 5.3207 -2.5812 -2.3998
H 3.1133 -3.6328 -3.5854
H 0.9282 -2.8940 -2.1029
H 1.6813 -0.4157 0.7015
H 1.5674 -0.9971 3.0992
H 2.4552 -2.5425 4.8515
H 2.9326 -4.9232 4.2731
H 2.5458 -5.7582 1.9438
H 1.7822 -4.1840 0.1862
H 4.4907 -1.2470 -0.1427
C 0.3672 2.3427 0.7726
C -1.1026 2.5652 1.0480
C -1.2382 2.7305 2.5639
N -2.0069 1.4385 0.4950
C -3.3431 1.6539 1.1478
C -3.9551 2.9024 1.0086
C -5.2569 3.0840 1.4852
C -5.9318 2.0183 2.0793
C -5.2877 0.7841 2.2373
C -3.9743 0.6001 1.7804
C -2.2656 1.7288 -1.0035
C -3.5281 1.0330 -1.5131
C -1.1250 1.3282 -1.8990
B -1.3315 -0.0686 0.7485
H -0.0967 -0.4754 0.2985
H 0.9258 3.1564 1.2606
H 0.7092 1.4047 1.2214
H 0.6368 2.3629 -0.2859
H -1.4348 3.4838 0.5467
H -0.4480 3.4247 2.8903
H -2.1935 3.1800 2.8645
H -1.0887 1.7780 3.0913
H -3.4230 3.7361 0.5262
H -5.7285 4.0677 1.3870
H -6.9571 2.1553 2.4138
H -5.8056 -0.0397 2.7143
H -3.4618 -0.3615 1.9013
H -2.4114 2.8200 -1.0561
H -3.5829 1.2039 -2.6003
H -3.4958 -0.0481 -1.3470
H -4.4506 1.4522 -1.0972
H -1.5013 1.2928 -2.9359
H -0.3025 2.0502 -1.9039
H -0.7504 0.3243 -1.6602
H -1.2049 -0.2125 1.9567
H -1.9999 -0.9052 0.1932
```

Properties
Net charge: -1
HOMO-LUMO gap (alpha / beta) in hartree: 0.11412 / 0.18709
Spin multiplicity: 5
<S²>: 6.12
Lowest unoccupied orbital energy (alpha / beta) in eV: 2.252 / 2.249
E_tot in eV: -67220.0340

# 4
ORCA calculation (ωB97M-V/def2-TZVPD) on a molecular structure, C29H37ClCsN3O2S4Se2.

XYZ file:
```
79
C29H37ClCsN3O2S4Se2, DFT ωB97M-V/def2-TZVPD
Cs -0.3613 -0.9673 -1.1010
C -3.7250 2.1567 -2.3076
C -4.3826 0.7859 -2.1939
S -3.8941 -0.2702 -0.8118
C -4.1721 0.8021 0.6220
C -3.7321 0.1130 1.9155
S -1.9525 -0.1532 2.1262
C -1.3897 1.3736 2.9206
C -1.5548 2.6751 2.1430
S -0.6558 2.6379 0.5696
C -1.6245 3.8565 -0.3541
C -1.4346 3.6764 -1.8561
S -1.9234 2.0670 -2.5166
H -3.9651 2.7465 -1.4221
H -4.1709 2.6693 -3.1631
H -4.1611 0.1764 -3.0721
H -5.4649 0.9358 -2.1676
H -5.2354 1.0419 0.7096
H -3.6168 1.7304 0.4948
H -4.1945 -0.8726 1.9880
H -4.0922 0.6948 2.7672
H -0.3287 1.1970 3.1145
H -1.8818 1.4795 3.8905
H -1.1972 3.4893 2.7774
H -2.6126 2.8615 1.9494
H -1.3336 4.8749 -0.0874
H -2.6788 3.7433 -0.0900
H -0.3771 3.7607 -2.1120
H -1.9597 4.4764 -2.3827
Cl -0.2116 -8.3188 -2.0522
C 0.1899 -6.6261 -2.1281
C 1.4899 -6.2113 -1.8178
C 1.8129 -4.8877 -1.8856
C 0.8872 -3.8527 -2.2533
O 1.2636 -2.6483 -2.2978
C -0.4619 -4.3144 -2.5474
C -1.6102 -3.5289 -2.9473
O -1.7558 -2.3117 -2.9412
C -0.7437 -5.6998 -2.4929
H 2.2353 -6.9428 -1.5324
H 2.8204 -4.5594 -1.6609
H -2.4597 -4.1569 -3.2789
H -1.7434 -6.0342 -2.7438
C 3.1000 3.3027 -3.5204
Se 2.2076 2.2150 -2.1757
C 2.9000 0.4908 -2.7675
C 2.4030 0.0417 -4.1282
Se 0.4772 -0.1960 -4.2826
C 0.0842 1.3783 -5.3439
H 4.1789 3.1640 -3.4783
H 2.8750 4.3467 -3.3104
H 2.7420 3.0720 -4.5226
H 2.6613 -0.2471 -2.0019
H 3.9891 0.5871 -2.7854
H 2.8539 -0.9250 -4.3582
H 2.7055 0.7397 -4.9097
H 0.5820 1.3188 -6.3098
H 0.3774 2.2848 -4.8164
H -0.9922 1.4026 -5.4954
N 1.9859 -1.9666 9.6763
C 2.0247 -1.6246 8.5807
C 2.0699 -1.1955 7.2209
C 0.9739 -1.4108 6.3882
C 1.0106 -0.9783 5.0754
C 2.1528 -0.3486 4.5902
C 3.2540 -0.1439 5.4163
C 3.2103 -0.5583 6.7333
N 2.1890 0.0921 3.2523
C 2.7579 1.2542 2.7777
C 2.5204 1.2598 1.4370
N 1.8165 0.1423 1.0751
C 1.6245 -0.5330 2.1766
H 0.0934 -1.9025 6.7765
H 0.1504 -1.1123 4.4316
H 4.1419 0.3241 5.0153
H 4.0584 -0.4039 7.3844
H 3.2391 1.9526 3.4375
H 2.7961 2.0045 0.7102
H 1.1446 -1.4924 2.2807
```

Properties
HOMO-LUMO gap in hartree: 0.24103
Spin multiplicity: 1
Lowest unoccupied orbital energy in eV: -0.221
E_tot in eV: -226343.1873
Energy above the lowest of the compared OMol25 structures with the same formula, charge and spin in kJ/mol: 0.0

# 5
ORCA calculation (ωB97M-V/def2-TZVPD) on a molecular structure, C29H37FeN3O.

XYZ file:
```
71
C29H37FeN3O, DFT ωB97M-V/def2-TZVPD
Fe 0.3596 -0.6518 -0.3494
N 0.1327 -2.5974 3.7090
N -0.4492 -2.3132 -2.0557
C 0.7575 1.5179 -0.8275
C 1.9564 0.8151 -0.3860
C 1.7653 0.4884 1.0029
C 2.7343 -0.2420 1.8568
H 3.5198 -0.7444 1.2921
H 2.1456 -1.1802 2.3814
H 3.1414 0.3536 2.6672
C 0.4788 0.9595 1.4159
C -0.0537 0.8082 2.7977
H 0.5044 1.4621 3.4803
H 0.0427 -0.2103 3.1969
H -1.1128 1.0714 2.8856
C -0.1617 1.5625 0.2828
C -1.4292 2.3348 0.3676
H -2.2211 1.7630 0.8802
H -1.8043 2.6337 -0.6212
H -1.2716 3.2603 0.9518
C 3.2782 0.7787 -1.0717
H 3.8324 1.7012 -0.8226
H 3.1645 0.7229 -2.1610
H 3.9070 -0.0704 -0.7616
C 0.7977 2.4956 -1.9441
H -0.2009 2.8516 -2.2343
H 1.2746 2.0669 -2.8379
H 1.4050 3.3802 -1.6525
C -0.7089 -3.3834 4.3906
H -0.5842 -3.4306 5.4976
C -1.7504 -4.1259 3.6966
H -2.4939 -4.7247 4.3021
C -1.8344 -4.0753 2.2535
H -2.6101 -4.6669 1.6965
C -0.9056 -3.2456 1.5627
H -0.9169 -3.0919 0.4522
C 0.1044 -2.5111 2.3584
C 1.3953 -1.9183 1.9020
H 1.6404 -2.6683 1.0026
C -0.5196 -0.9713 -2.2563
C 0.3217 -2.9583 -2.9487
H 0.8863 -3.8604 -2.6276
C 0.1862 -2.1874 -4.0314
H 0.2482 -2.5170 -5.0570
N -0.3837 -0.9463 -3.6165
C -0.5712 0.2318 -4.3038
C 0.4029 0.4976 -5.2495
C 0.1960 1.6345 -6.0403
H 0.9355 1.8712 -6.8281
C -0.9300 2.4553 -5.8091
C -1.1525 3.6186 -6.7352
H -1.7032 4.4057 -6.2195
H -1.7199 3.3025 -7.6175
H -0.1843 3.9962 -7.0723
C -1.8320 2.1969 -4.7342
H -2.6831 2.8851 -4.5396
C -1.6273 1.0652 -3.9181
C -2.4387 0.6980 -2.7104
H -3.0682 -0.1959 -2.9087
H -3.1173 1.5092 -2.3345
H -1.7422 0.4053 -1.8473
C 1.6510 -0.3193 -5.2892
H 1.5109 -1.3700 -5.5872
H 2.1926 -0.3257 -4.3221
H 2.3399 0.0986 -6.0387
C -3.5923 -0.6921 0.4397
O -2.7537 -0.7703 1.6051
H -3.2138 -1.3772 -0.3344
H -3.5276 0.3268 0.0316
H -4.6586 -0.9163 0.6347
H -3.2257 -1.2435 2.3257
```

Properties
Net charge: -1
HOMO-LUMO gap (alpha / beta) in hartree: 0.19027 / 0.19183
Spin multiplicity: 6
<S²>: 8.79
Lowest unoccupied orbital energy (alpha / beta) in eV: 2.679 / 2.678
E_tot in eV: -71569.4466
Energy above the lowest of the compared OMol25 structures with the same formula, charge and spin in kJ/mol: 277.1

# 6
ORCA calculation (ωB97M-V/def2-TZVPD) on a molecular structure, C29H38BBrClIN8Ni.

XYZ file:
```
80
C29H38BBrClIN8Ni, DFT ωB97M-V/def2-TZVPD
Ni -0.1366 -0.3301 -0.0201
C -0.7600 -3.9259 1.0534
C -0.4350 -3.5274 2.4851
C -1.6882 -3.3742 3.3499
C 0.4771 -2.3313 2.5762
C 1.2009 -1.9952 3.7282
C 2.0041 -0.9470 3.3473
N 1.7680 -0.6833 2.0584
N 0.8201 -1.5303 1.5602
B 2.6527 0.2180 1.1757
N 2.8368 -0.4309 -0.2006
C 3.9421 -1.0672 -0.6072
C 3.7847 -1.3855 -1.9341
C 2.5182 -0.8905 -2.2801
N 1.9423 -0.3153 -1.2136
C 2.0129 -0.9488 -3.7052
C 1.4616 -2.3264 -4.1143
C 1.0598 0.1725 -4.1010
N 2.0448 1.6243 1.0358
C 2.7574 2.7311 0.7680
C 1.9280 3.8154 0.9040
C 0.6897 3.2669 1.2890
N 0.7724 1.9397 1.3809
C -0.5154 4.0947 1.6448
C -1.6386 3.2868 2.2699
C -1.0197 4.9022 0.4480
H -1.4123 -4.8006 1.0412
H -1.2593 -3.1153 0.5257
H 0.1490 -4.1624 0.4990
H 0.1444 -4.3416 2.9338
H -2.3730 -2.6292 2.9459
H -2.2233 -4.3240 3.4044
H -1.4262 -3.0747 4.3660
H 1.1585 -2.4843 4.6866
H 2.7491 -0.3899 3.8907
H 3.7405 0.3051 1.6854
H 4.7629 -1.2256 0.0718
H 4.4856 -1.8786 -2.5862
H 2.9256 -0.8034 -4.2911
H 0.3901 -2.4099 -3.9299
H 1.6232 -2.4850 -5.1819
H 1.9616 -3.1304 -3.5733
H 0.0970 0.0840 -3.5953
H 1.4841 1.1517 -3.8745
H 0.8642 0.1277 -5.1740
H 3.7987 2.6617 0.4981
H 2.1718 4.8564 0.7747
H -0.1588 4.8106 2.3940
H -1.9750 2.5061 1.5861
H -1.3173 2.8145 3.1984
H -2.4912 3.9309 2.4913
H -1.3987 4.2358 -0.3272
H -1.8323 5.5653 0.7516
H -0.2274 5.5108 0.0113
I -2.5282 -1.4901 -2.7825
C -0.7328 -1.5988 -1.5726
H 0.0063 -1.3623 -2.3246
H -0.6275 -2.6619 -1.3588
Cl 0.3669 3.9352 -3.5994
C -0.7370 3.0243 -2.6307
C -2.0963 3.2733 -2.6914
C -2.9231 2.5439 -1.8578
C -2.3679 1.5833 -1.0303
N -1.0598 1.3320 -0.9954
C -0.2504 2.0566 -1.7700
H -2.4853 4.0286 -3.3604
H -3.9919 2.7033 -1.8544
H -2.9971 0.9859 -0.3897
H 0.8099 1.8515 -1.6926
Br -2.8409 0.6564 5.0843
C -2.9547 -0.0410 3.3363
C -4.1469 -0.5893 2.8944
C -4.1685 -1.1705 1.6396
C -3.0103 -1.1693 0.8807
N -1.8826 -0.5887 1.2893
C -1.8447 -0.0410 2.5067
H -5.0226 -0.5811 3.5289
H -5.0625 -1.6394 1.2533
H -2.9862 -1.6380 -0.0912
H -0.8919 0.3664 2.8244
```

Properties
HOMO-LUMO gap (alpha / beta) in hartree: 0.28235 / 0.30600
Spin multiplicity: 3
<S²>: 2.01
Lowest unoccupied orbital energy (alpha / beta) in eV: 0.147 / 0.156
E_tot in eV: -174998.4097